The following is a quantum chemistry calculation of the molecule C19H21NO4, from OMol25.

Each atom is followed by the atoms it is bonded to, with distances in Å.
Cartesian coordinates (Å):
1 C -2.6765 7.6148 -0.8209  C2 1.526, H25 1.087, H26 1.087, H27 1.087
2 C -1.2684 7.4496 -1.3862  C1 1.526, O3 1.412, H28 1.094, H29 1.097
3 O -0.4455 6.6408 -0.5716  C2 1.412, C4 1.362
4 C -0.6084 5.2884 -0.5707  O3 1.362, C5 1.391, C24 1.396
5 C -1.4522 4.5691 -1.4103  C4 1.391, C6 1.383, H30 1.079
6 C -1.5061 3.1898 -1.3203  C5 1.383, C7 1.390, H31 1.082
7 C -0.7295 2.4980 -0.3985  C6 1.390, N8 1.402, C23 1.393
8 N -0.8393 1.1009 -0.3622  C7 1.402, C9 1.359, H32 1.011
9 C -0.1961 0.2105 0.4376  N8 1.359, O10 1.211, C11 1.523
10 O 0.6109 0.4965 1.2946  C9 1.211
11 C -0.5599 -1.2336 0.1175  C9 1.523, C12 1.537, H33 1.090, H34 1.092
12 C 0.2746 -1.7066 -1.0833  C11 1.537, C13 1.519, H35 1.092, H36 1.090
13 C 0.0085 -3.1792 -1.3453  C12 1.519, O14 1.214, C15 1.475
14 O -0.6958 -3.5187 -2.2737  C13 1.214
15 C 0.5962 -4.1594 -0.4124  C13 1.475, C16 1.401, C22 1.394
16 C 0.2131 -5.4997 -0.5509  C15 1.401, C17 1.372, H37 1.080
17 C 0.7086 -6.4706 0.2829  C16 1.372, C18 1.400, H38 1.078
18 C 1.6168 -6.1357 1.2937  C17 1.400, O19 1.353, C21 1.394
19 O 2.0466 -7.1600 2.0661  C18 1.353, C20 1.409
20 C 2.9575 -6.8947 3.1076  O19 1.409, H39 1.089, H40 1.094, H41 1.094
21 C 2.0114 -4.8065 1.4350  C18 1.394, C22 1.381, H42 1.079
22 C 1.5069 -3.8352 0.5920  C15 1.394, C21 1.381, H43 1.079
23 C 0.1178 3.2163 0.4421  C7 1.393, C24 1.377, H44 1.077
24 C 0.1726 4.5894 0.3520  C4 1.396, C23 1.377, H45 1.078
25 H -2.6230 8.0325 0.1813  C1 1.087
26 H -3.1881 6.6570 -0.7654  C1 1.087
27 H -3.2498 8.2864 -1.4541  C1 1.087
28 H -0.7612 8.4185 -1.4037  C2 1.094
29 H -1.3020 7.0618 -2.4121  C2 1.097
30 H -2.0712 5.0613 -2.1436  C5 1.079
31 H -2.1671 2.6457 -1.9814  C6 1.082
32 H -1.4863 0.7199 -1.0391  N8 1.011
33 H -0.3310 -1.8428 0.9922  C11 1.090
34 H -1.6232 -1.3318 -0.1087  C11 1.092
35 H -0.0114 -1.1491 -1.9779  C12 1.092
36 H 1.3331 -1.5322 -0.8902  C12 1.090
37 H -0.4883 -5.7501 -1.3324  C16 1.080
38 H 0.4139 -7.5030 0.1815  C17 1.078
39 H 3.1474 -7.8553 3.5834  C20 1.089
40 H 3.8986 -6.4892 2.7237  C20 1.094
41 H 2.5351 -6.2037 3.8435  C20 1.094
42 H 2.7145 -4.5168 2.2000  C21 1.079
43 H 1.8445 -2.8203 0.7315  C22 1.079
44 H 0.7252 2.6925 1.1602  C23 1.077
45 H 0.8265 5.1548 0.9965  C24 1.078

Results
- net charge = 0
- largest force on an atom (eV Å⁻¹) = 0.66
- calculated total energy (Ha) = -1092.3362
- SMILES string = CCOc1ccc(NC(=O)CCC(=O)c2ccc(OC)cc2)cc1
- energy relative to the best compared isomer or geometry (same formula, charge and spin) (kJ/mol) = 127.69
- HOMO-LUMO gap (eV) = 8.368



The following is a quantum chemistry calculation of the molecule C19H22ClFN2OS at a distorted geometry, from OMol25.

Each atom is followed by the atoms it is bonded to, with distances in Å.
Cartesian coordinates (Å):
1 O -0.1974 1.2330 -2.1304  C2 1.457, H26 0.917
2 C -1.3263 0.3675 -1.8145  O1 1.457, C3 1.582, C12 1.657, H27 1.145
3 C -2.7335 1.0664 -1.6321  C2 1.582, S4 1.654, H28 1.076, H29 1.240
4 S -2.7170 2.0187 -0.2798  C3 1.654, C5 1.830
5 C -2.1921 3.6798 -0.8415  S4 1.830, C6 1.189, C10 1.472
6 C -1.7120 3.8314 -1.9192  C5 1.189, C7 1.375, H30 1.126
7 C -1.4275 5.1269 -2.2822  C6 1.375, C8 1.443, H31 1.211
8 C -1.9086 6.3112 -1.6122  C7 1.443, C9 1.620, H32 0.966
9 C -2.6929 5.9859 -0.2330  C8 1.620, C10 1.456, H33 1.084
10 C -2.9759 4.5803 0.0187  C5 1.472, C9 1.456, Cl11 1.469
11 Cl -3.8955 4.3732 1.1449  C10 1.469
12 C -0.7661 -0.4313 -0.4756  C2 1.657, N13 1.209, H34 0.998, H35 1.301
13 N 0.3849 -0.8012 -0.4483  C12 1.209, C14 1.500, C25 1.452
14 C 0.8178 -2.0725 -1.1156  N13 1.500, C15 1.447, H36 1.115, H37 1.182
15 C 2.1903 -2.4553 -1.3705  C14 1.447, N16 1.699, H38 1.103, H39 0.937
16 N 3.0455 -2.4152 0.0973  C15 1.699, C17 1.334, C24 1.350
17 C 3.0145 -3.5607 0.7811  N16 1.334, C18 1.330, C23 1.351
18 C 2.5648 -4.7383 0.3558  C17 1.330, C19 1.530, H40 1.238
19 C 2.3600 -6.0998 1.0233  C18 1.530, C20 1.452, H41 1.027
20 C 3.3302 -5.8854 2.0826  C19 1.452, F21 1.466, C22 1.358
21 F 3.4843 -7.1197 2.8590  C20 1.466
22 C 4.0613 -4.7709 2.3405  C20 1.358, C23 1.274, H42 1.204
23 C 3.7115 -3.6146 1.9370  C17 1.351, C22 1.274, H43 1.179
24 C 2.7073 -1.1761 0.5114  N16 1.350, C25 1.540, H44 1.203, H45 1.232
25 C 1.2072 -0.9172 0.7432  N13 1.452, C24 1.540, H46 1.265, H47 1.093
26 H 0.6123 0.9051 -1.8521  O1 0.917
27 H -1.4214 -0.3927 -2.6653  C2 1.145
28 H -3.4212 0.2392 -1.6296  C3 1.076
29 H -2.8410 1.4949 -2.7906  C3 1.240
30 H -1.0945 3.1705 -2.5898  C6 1.126
31 H -0.6134 5.4253 -3.1273  C7 1.211
32 H -1.7902 7.2210 -1.9157  C8 0.966
33 H -3.0869 6.8773 0.2407  C9 1.084
34 H -0.8865 0.2626 0.2321  C12 0.998
35 H -1.5694 -1.4200 -0.2111  C12 1.301
36 H 0.4871 -2.9283 -0.4821  C14 1.115
37 H 0.3649 -2.1128 -2.2065  C14 1.182
38 H 2.7592 -1.5866 -1.7422  C15 1.103
39 H 2.5320 -3.1289 -1.9253  C15 0.937
40 H 1.7726 -4.7768 -0.5945  C18 1.238
41 H 2.0697 -6.9683 0.5587  C19 1.027
42 H 4.6729 -4.7350 3.3774  C22 1.204
43 H 4.4639 -2.7318 2.1509  C23 1.179
44 H 3.3035 -0.1971 0.1459  C24 1.203
45 H 3.1411 -1.1679 1.6640  C24 1.232
46 H 0.6635 -1.6446 1.6232  C25 1.265
47 H 0.8614 -0.0084 1.2416  C25 1.093

Results
- net charge = 0
- largest force on an atom (eV Å⁻¹) = 17.34
- calculated total energy (Ha) = -1879.6036
- SMILES string = O[C@H](CSc1ccccc1Cl)CN1CCN(c2ccc(F)cc2)CC1
- energy relative to the best compared isomer or geometry (same formula, charge and spin) (kJ/mol) = 1552.15
- HOMO-LUMO gap (eV) = 8.420



The following is a quantum chemistry calculation of the molecule C19H22ClFN4O2S at a distorted geometry, from OMol25.

Each atom is followed by the atoms it is bonded to, with distances in Å.
Cartesian coordinates (Å):
1 C -6.6809 -0.0658 1.3345  C2 1.489, H29 1.089, H30 1.086, H31 1.088
2 C -5.9558 0.9067 0.4714  C1 1.489, C3 1.359, N28 1.362
3 C -6.4411 2.0837 -0.0045  C2 1.359, S4 1.724, H32 1.071
4 S -5.2623 2.8945 -0.9655  C3 1.724, C5 1.755
5 C -4.1733 1.5548 -0.6479  S4 1.755, C6 1.492, N28 1.280
6 C -2.7926 1.5567 -1.2138  C5 1.492, N7 1.445, H33 1.096, H34 1.096
7 N -2.0603 0.3560 -0.8816  C6 1.445, C8 1.447, C9 1.353
8 C -2.5404 -0.8600 -1.5010  N7 1.447, H35 1.093, H36 1.091, H37 1.087
9 C -1.1911 0.4255 0.1534  N7 1.353, O10 1.221, C11 1.516
10 O -0.9203 1.4851 0.6956  C9 1.221
11 C -0.5094 -0.8637 0.5660  C9 1.516, C12 1.560, H38 1.089, H39 1.091
12 C 0.6618 -1.2327 -0.3966  C11 1.560, C13 1.527, N18 1.444, H40 1.098
13 C 0.6327 -2.7475 -0.5862  C12 1.527, O14 1.218, N15 1.342
14 O -0.2997 -3.2841 -1.1574  C13 1.218
15 N 1.6370 -3.4609 -0.0540  C13 1.342, C16 1.444, H41 1.011
16 C 2.8205 -2.9232 0.5746  N15 1.444, C17 1.524, H42 1.097, H43 1.093
17 C 2.5175 -1.5252 1.1010  C16 1.524, N18 1.447, H44 1.102, H45 1.091
18 N 1.9670 -0.7618 0.0021  C12 1.444, C17 1.447, C19 1.453
19 C 2.0686 0.6777 0.1674  N18 1.453, C20 1.504, H46 1.099, H47 1.094
20 C 3.5052 1.1185 0.1021  C19 1.504, C21 1.389, C27 1.389
21 C 3.9820 2.1436 0.9084  C20 1.389, C22 1.384, H48 1.079
22 C 5.3018 2.5523 0.8339  C21 1.384, C23 1.386, H49 1.078
23 C 6.1749 1.9327 -0.0469  C22 1.386, Cl24 1.726, C25 1.390
24 Cl 7.8275 2.4227 -0.1426  C23 1.726
25 C 5.6950 0.9062 -0.8527  C23 1.390, F26 1.346, C27 1.380
26 F 6.5222 0.2860 -1.7141  C25 1.346
27 C 4.3766 0.5027 -0.7874  C20 1.389, C25 1.380, H50 1.078
28 N -4.6768 0.6364 0.0883  C2 1.362, C5 1.280
29 H -6.7530 -1.0275 0.8293  C1 1.089
30 H -7.6790 0.2974 1.5615  C1 1.086
31 H -6.1305 -0.2155 2.2615  C1 1.088
32 H -7.4069 2.5201 0.1481  C3 1.071
33 H -2.2374 2.4036 -0.7934  C6 1.096
34 H -2.8411 1.6754 -2.3027  C6 1.096
35 H -3.4396 -1.2160 -0.9925  C8 1.093
36 H -2.7961 -0.6383 -2.5377  C8 1.091
37 H -1.7901 -1.6463 -1.4968  C8 1.087
38 H -1.2311 -1.6780 0.6031  C11 1.089
39 H -0.1113 -0.7103 1.5703  C11 1.091
40 H 0.4483 -0.7983 -1.3818  C12 1.098
41 H 1.6050 -4.4562 -0.2276  N15 1.011
42 H 3.6399 -2.8669 -0.1529  C16 1.097
43 H 3.1230 -3.5858 1.3899  C16 1.093
44 H 1.8328 -1.5926 1.9622  C17 1.102
45 H 3.4413 -1.0504 1.4340  C17 1.091
46 H 1.6096 1.0357 1.0997  C19 1.099
47 H 1.5227 1.1449 -0.6581  C19 1.094
48 H 3.3133 2.6325 1.6004  C21 1.079
49 H 5.6649 3.3505 1.4612  C22 1.078
50 H 4.0290 -0.2948 -1.4241  C27 1.078

Results
- net charge = 0
- largest force on an atom (eV Å⁻¹) = 1.03
- calculated total energy (Ha) = -2065.0095
- SMILES string = Cc1csc(CN(C)C(=O)C[C@@H]2C(=O)NCCN2Cc2ccc(Cl)c(F)c2)n1
- energy relative to the best compared isomer or geometry (same formula, charge and spin) (kJ/mol) = 8.48
- HOMO-LUMO gap (eV) = 9.548